ORCA calculation (wB97M-V/def2-TZVPD) on 12 unconnected molecules or ions with the total composition C85H196N12O18.

Geometry as XYZ:
```
311
C85H196N12O18 wB97M-V/def2-TZVPD
C -5.03 3.02 -3.44
C -6.09 1.94 -3.07
C -7.46 2.72 -3.04
C -6.06 0.90 -4.10
C -6.74 -0.42 -3.68
C -6.30 -0.91 -2.32
C -6.27 0.16 -1.21
C -7.65 0.38 -0.51
C -5.36 -0.32 -0.05
N -5.62 1.36 -1.84
O -5.66 2.38 -0.82
H -4.91 3.65 -2.55
H -4.10 2.53 -3.71
H -5.41 3.60 -4.26
H -7.59 3.50 -2.28
H -7.54 3.27 -4.00
H -8.28 2.00 -2.98
H -6.54 1.29 -4.97
H -5.02 0.70 -4.39
H -7.85 -0.34 -3.63
H -6.64 -1.14 -4.48
H -5.26 -1.23 -2.49
H -6.89 -1.80 -2.01
H -8.40 0.85 -1.15
H -7.59 1.05 0.35
H -8.05 -0.58 -0.18
H -4.40 -0.70 -0.39
H -5.97 -1.10 0.40
H -5.27 0.52 0.63
H -6.55 2.73 -0.85
C -0.47 2.18 -2.59
C -0.90 1.59 -1.26
C -2.21 2.21 -0.83
C -1.00 0.03 -1.31
C -1.00 -0.56 0.08
C 0.13 -0.06 0.92
C 0.29 1.43 0.99
C -0.83 2.03 1.94
C 1.62 1.82 1.63
N 0.27 1.86 -0.44
O 0.51 3.32 -0.53
H 0.56 1.97 -2.86
H -1.14 1.82 -3.38
H -0.58 3.27 -2.46
H -2.09 3.26 -0.61
H -2.95 2.09 -1.63
H -2.76 1.75 -0.01
H -1.89 -0.26 -1.86
H -0.13 -0.34 -1.89
H -1.97 -0.35 0.56
H -0.92 -1.66 -0.01
H 1.06 -0.44 0.44
H 0.08 -0.57 1.89
H -1.78 1.54 1.70
H -0.86 3.10 1.78
H -0.63 1.76 2.97
H 1.94 1.11 2.41
H 1.65 2.87 1.91
H 2.41 1.69 0.88
H 1.49 3.32 -0.72
C -1.48 -6.21 6.22
C -2.36 -5.66 5.12
C -2.64 -6.80 4.18
C -3.64 -5.17 5.60
C -3.53 -3.86 6.39
C -2.87 -2.79 5.50
C -1.55 -3.25 4.99
C -1.16 -2.28 3.88
C -0.48 -3.34 6.04
N -1.77 -4.58 4.30
O -0.47 -5.03 3.80
H -2.01 -6.99 6.80
H -0.58 -6.71 5.82
H -1.11 -5.49 6.96
H -3.15 -7.65 4.63
H -3.18 -6.40 3.33
H -1.70 -7.12 3.72
H -4.40 -4.99 4.81
H -4.08 -5.94 6.24
H -4.52 -3.44 6.62
H -2.96 -3.89 7.27
H -2.73 -1.88 6.15
H -3.64 -2.48 4.77
H -1.00 -1.26 4.21
H -2.05 -2.19 3.26
H -0.35 -2.74 3.35
H -0.83 -3.57 7.04
H -0.09 -2.32 6.17
H 0.29 -4.05 5.65
H -0.69 -5.27 2.86
C 6.51 0.51 1.34
C 6.35 -0.61 2.38
C 6.17 -1.96 1.70
C 7.56 -0.64 3.26
C 7.60 0.53 4.24
C 6.30 0.57 5.08
C 5.04 0.61 4.20
C 3.80 0.34 5.06
C 4.82 2.01 3.61
N 5.15 -0.48 3.27
O 4.04 -0.35 2.36
H 7.41 0.24 0.75
H 5.63 0.51 0.73
H 6.64 1.52 1.71
H 5.97 -2.69 2.49
H 5.29 -1.88 1.04
H 7.07 -2.23 1.15
H 7.60 -1.58 3.84
H 8.45 -0.56 2.65
H 8.51 0.49 4.85
H 7.68 1.49 3.71
H 6.30 1.48 5.70
H 6.32 -0.27 5.77
H 3.72 1.06 5.91
H 3.68 -0.66 5.43
H 2.93 0.47 4.44
H 5.50 2.26 2.80
H 5.01 2.75 4.36
H 3.79 2.05 3.24
H 3.62 -1.24 2.35
C -3.48 -0.34 -6.53
C -2.94 0.77 -7.45
C -3.60 0.57 -8.82
C -3.17 2.16 -7.01
C -2.32 2.60 -5.84
C -0.84 2.53 -6.29
C -0.50 1.11 -6.74
C 0.87 1.13 -7.44
C -0.29 0.24 -5.46
N -1.47 0.67 -7.72
O -1.05 -0.63 -8.15
H -3.61 -1.30 -7.01
H -2.89 -0.49 -5.62
H -4.47 0.01 -6.22
H -3.06 1.18 -9.55
H -3.46 -0.45 -9.14
H -4.65 0.86 -8.79
H -3.08 2.92 -7.80
H -4.23 2.30 -6.70
H -2.56 3.60 -5.44
H -2.59 1.92 -5.01
H -0.09 2.98 -5.60
H -0.82 3.15 -7.23
H 1.55 1.71 -6.87
H 0.89 1.51 -8.48
H 1.26 0.12 -7.51
H -1.14 0.16 -4.77
H 0.54 0.67 -4.92
H 0.16 -0.71 -5.76
H -1.24 -1.17 -7.38
C 3.80 -1.99 -5.08
O 3.68 -1.46 -3.78
C 4.79 -0.76 -3.38
C 4.52 -0.06 -2.02
C 3.07 0.54 -1.93
N 5.56 0.92 -1.87
H 4.58 -2.72 -5.03
H 3.95 -1.28 -5.87
H 2.88 -2.52 -5.26
H 5.63 -1.45 -3.28
H 5.01 -0.01 -4.15
H 4.49 -0.75 -1.21
H 2.77 1.11 -2.83
H 3.15 1.24 -1.08
H 2.25 -0.19 -1.68
H 5.57 1.38 -0.98
H 5.50 1.63 -2.59
C -4.70 -3.84 1.63
O -3.75 -4.60 0.87
C -2.71 -3.79 0.40
C -1.56 -4.73 -0.05
N -1.03 -5.61 0.99
C -0.06 -6.56 0.44
C 0.41 -7.52 1.48
O 0.90 -8.71 0.97
C 2.22 -8.66 0.48
H -5.48 -4.53 1.95
H -5.11 -3.03 1.07
H -4.22 -3.46 2.53
H -2.36 -3.17 1.23
H -3.14 -3.19 -0.44
H -0.68 -4.16 -0.41
H -1.94 -5.37 -0.87
H -1.81 -6.16 1.32
H 0.72 -5.96 -0.01
H -0.47 -7.19 -0.34
H -0.43 -7.81 2.10
H 1.10 -7.04 2.20
H 2.87 -8.19 1.25
H 2.36 -8.20 -0.50
H 2.52 -9.67 0.34
C -4.29 -6.69 -7.11
O -3.91 -5.83 -6.08
C -4.44 -4.51 -6.26
C -4.21 -3.78 -4.94
N -2.78 -3.54 -4.89
C -2.42 -2.70 -3.74
C -0.93 -2.78 -3.59
O -0.65 -4.09 -3.17
C 0.70 -4.41 -3.50
H -3.95 -6.33 -8.09
H -5.40 -6.82 -7.17
H -3.84 -7.66 -6.89
H -5.53 -4.60 -6.43
H -3.92 -4.05 -7.09
H -4.55 -4.40 -4.04
H -4.69 -2.79 -4.97
H -2.25 -4.41 -4.86
H -2.90 -3.11 -2.77
H -2.72 -1.71 -3.97
H -0.46 -2.02 -2.93
H -0.45 -2.58 -4.56
H 1.05 -5.21 -2.85
H 1.36 -3.52 -3.36
H 0.72 -4.67 -4.56
C 3.15 4.14 -5.10
O 3.34 4.50 -3.75
C 2.15 4.94 -3.11
C 2.54 5.40 -1.76
N 3.04 4.29 -0.95
C 3.39 4.59 0.42
C 4.83 4.98 0.78
O 5.68 3.91 0.45
C 6.97 4.21 0.85
H 2.22 3.53 -5.25
H 4.04 3.63 -5.48
H 3.02 5.08 -5.66
H 1.42 4.11 -3.11
H 1.72 5.72 -3.76
H 1.61 5.73 -1.25
H 3.33 6.19 -1.90
H 3.83 3.85 -1.41
H 3.23 3.67 1.03
H 2.77 5.42 0.82
H 4.81 5.19 1.85
H 5.27 5.92 0.38
H 7.06 4.22 1.96
H 7.40 5.14 0.50
H 7.57 3.42 0.43
C -4.25 0.89 2.93
O -3.84 1.61 4.08
C -4.59 2.77 4.45
C -3.81 3.43 5.55
N -2.52 3.87 5.06
C -1.73 4.52 6.11
C -0.25 4.59 5.61
O 0.15 3.37 5.04
C 0.56 2.45 6.01
H -3.52 0.06 2.88
H -4.21 1.53 2.04
H -5.23 0.50 3.18
H -5.61 2.55 4.86
H -4.63 3.39 3.56
H -3.84 2.67 6.35
H -4.35 4.32 5.91
H -2.04 3.02 4.74
H -1.84 3.99 7.06
H -2.05 5.54 6.20
H 0.40 4.89 6.43
H -0.16 5.38 4.86
H 1.22 3.04 6.63
H 1.06 1.61 5.57
H -0.29 2.07 6.62
C 3.97 -4.37 -1.33
O 3.73 -3.96 -0.03
C 2.62 -3.09 0.02
C 1.98 -3.22 1.33
N 2.98 -2.93 2.31
C 2.62 -3.24 3.68
C 3.85 -3.35 4.58
O 4.54 -4.49 4.21
C 5.84 -4.53 4.75
H 4.98 -4.75 -1.46
H 3.96 -3.52 -2.02
H 3.23 -5.13 -1.66
H 1.90 -3.33 -0.79
H 2.92 -2.03 -0.20
H 1.63 -4.27 1.53
H 1.10 -2.57 1.41
H 3.80 -3.51 2.12
H 2.07 -4.24 3.72
H 1.96 -2.46 4.06
H 3.51 -3.34 5.65
H 4.52 -2.49 4.44
H 6.48 -3.69 4.48
H 6.32 -5.48 4.47
H 5.80 -4.43 5.87
C -2.13 5.86 1.00
O -1.07 6.52 1.61
C -0.09 5.60 2.01
C 1.06 6.35 2.63
N 1.72 7.29 1.74
C 2.65 8.25 2.34
C 3.54 8.95 1.35
O 2.70 9.89 0.68
C 3.24 10.32 -0.52
H -1.67 5.22 0.24
H -2.82 6.59 0.50
H -2.72 5.35 1.75
H 0.22 5.00 1.17
H -0.47 4.94 2.83
H 1.74 5.56 2.95
H 0.63 6.83 3.51
H 1.01 7.83 1.19
H 3.24 7.67 3.06
H 2.18 9.09 2.82
H 3.94 8.31 0.55
H 4.32 9.44 1.95
H 2.54 10.96 -1.03
H 3.53 9.46 -1.16
H 4.07 11.01 -0.34
```

Computed properties:
Calculated total energy   -146046.401 eV
HOMO-LUMO gap   8.48 eV
E_LUMO   0.490 eV
SMILES   CC1(C)CCCC(C)(C)N1O.CC1(C)CCCC(C)(C)N1O.CC1(C)CCCC(C)(C)N1O.CC1(C)CCCC(C)(C)N1O.CC1(C)CCCC(C)(C)N1O.COC[C@H](C)N.COCCNCCOC.COCCNCCOC.COCCNCCOC.COCCNCCOC.COCCNCCOC.COCCNCCOC

These are the Mulliken partial charges, in e, on atoms 1 to 4: atom 1 (C): -1.450, atom 2 (C): 1.254, atom 3 (C): -1.553, atom 4 (C): -0.314